Entry 1:
The following is a quantum chemistry calculation of an isolated molecule of C6H10O in a non-equilibrium geometry, from OMol25.

Each line ends with the Löwdin charge.
Cartesian coordinates (Å):
H1 0.007 -1.462 1.534  0.079
H2 -1.973 -1.814 0.921  0.029
H3 -2.865 0.592 0.366  0.093
H4 -0.174 0.605 -1.792  0.094
H5 1.453 0.602 -2.644  0.052
C1 0.898 0.212 -1.837  -0.078
O1 -2.641 -1.327 0.608  0.105
H6 0.811 -0.788 -1.886  0.023
H7 1.147 1.514 -0.029  0.099
H8 0.885 -0.303 2.173  0.082
C2 1.625 0.672 -0.542  -0.299
C3 -2.156 -0.119 0.571  -0.222
C4 0.362 -0.474 1.269  -0.213
C5 1.638 -0.486 0.361  0.080
C6 -0.890 0.292 0.816  -0.102
H9 -0.739 1.414 0.815  0.115
H10 2.612 0.870 -0.705  0.061

Computed properties:
Gap between HOMO and LUMO (spin up / spin down)   0.3014 / 0.3055 Eh
LUMO energy (spin up / spin down)   0.8665 / -0.5438 eV
E   -8425.1356 eV
Spin multiplicity   3

Entry 2:
The following is a quantum chemistry calculation of a cluster of 5 separate species, C15H36FNO10 in total in a non-equilibrium geometry, from OMol25.

Each line ends with the Löwdin charge.
Cartesian coordinates (Å):
O1 42.585 53.540 51.727  -0.173
H1 44.166 51.523 47.613  0.152
C1 43.460 52.750 52.586  -0.098
H2 39.804 49.880 46.697  0.076
O2 40.931 50.823 48.063  -0.121
O3 42.562 53.015 47.409  -0.206
H3 37.541 55.899 49.587  0.188
C2 39.158 55.801 47.914  -0.370
H4 38.454 51.327 48.243  0.106
O4 40.469 56.128 47.931  0.144
H5 43.144 51.742 49.020  0.100
H6 39.772 51.611 50.668  0.176
H7 42.105 55.086 50.796  0.107
O5 41.999 56.934 49.372  0.101
O6 37.456 53.647 50.533  -0.452
C3 39.934 49.907 47.676  -0.132
H8 41.104 55.723 55.088  0.069
C4 43.095 51.791 47.929  -0.170
H9 36.750 54.216 50.607  -0.198
O7 40.856 54.703 53.361  -0.179
H10 39.424 55.939 54.289  0.121
H11 39.813 54.471 55.140  0.081
H12 41.760 56.448 52.559  0.119
H13 41.614 49.535 50.115  0.115
H14 44.460 52.573 52.100  0.151
C5 41.963 55.455 52.894  -0.188
N1 40.144 52.685 50.422  0.264
H15 37.595 51.174 50.538  0.047
C6 42.674 54.770 51.723  -0.357
H16 37.616 49.653 51.253  0.088
F1 38.468 56.319 46.905  0.086
H17 44.328 53.955 47.490  0.058
H18 43.228 50.853 53.282  0.094
H19 37.748 49.911 47.634  0.151
H20 36.744 49.667 49.727  0.122
C7 42.070 50.717 47.583  -0.357
H21 40.461 49.877 51.569  0.089
H22 41.185 52.668 50.175  0.131
H23 41.572 51.766 53.186  0.170
H24 41.851 48.942 51.909  0.068
H25 39.755 53.265 51.179  0.097
H26 41.961 50.220 46.611  0.138
C8 40.840 56.561 49.122  -0.593
C9 37.616 50.140 50.281  -0.140
C10 38.618 56.480 49.244  -0.056
C11 42.619 51.489 52.712  -0.118
H27 42.499 49.841 48.141  0.124
H28 43.569 53.333 53.490  0.126
C12 41.558 49.756 51.276  -0.097
C13 43.343 54.189 47.776  -0.057
C14 40.316 55.241 54.555  -0.093
O8 39.845 56.529 49.933  0.086
O9 42.504 50.859 51.322  -0.227
H29 40.367 48.902 47.835  0.151
H30 38.920 54.589 48.006  0.204
C15 38.586 50.294 48.271  -0.191
H31 42.691 55.578 53.677  0.106
H32 43.184 54.440 48.824  0.062
O10 38.720 49.850 49.558  -0.206
H33 39.543 53.249 49.784  0.078
H34 43.660 55.230 51.436  0.159
H35 42.863 55.018 47.023  0.147
H36 38.276 57.514 49.119  0.125

Computed properties:
Gap between HOMO and LUMO   0.2912 Eh
LUMO energy   0.6290 eV
E   -40810.1846 eV

Entry 3:
The following is a quantum chemistry calculation of a cluster of 24 separate species, C6H54Cl6O21 in total in a non-equilibrium geometry, from OMol25.

Each line ends with the Löwdin charge.
Cartesian coordinates (Å):
H1 -4.818 2.002 1.939  0.055
H2 0.286 0.071 -1.257  -0.007
Cl1 7.531 -0.337 2.769  0.515
H3 -1.526 -0.548 6.169  0.069
H4 -2.690 2.197 -2.956  0.006
H5 0.203 4.462 -0.676  0.016
H6 3.623 1.388 -0.290  0.062
O1 -2.304 4.232 0.861  -0.033
H7 -1.005 2.465 1.257  -0.014
O2 2.487 -3.296 -1.170  -0.021
H8 1.781 -3.098 -0.556  0.018
H9 5.828 0.471 1.452  -0.011
C1 0.329 -0.883 5.064  -0.593
H10 -0.050 1.302 1.417  -0.001
H11 -0.283 -4.738 -2.763  0.056
H12 0.963 -2.995 -4.556  -0.032
H13 -1.240 4.010 -0.621  -0.010
O3 0.130 0.100 -0.313  -0.042
H14 -0.242 2.776 -3.881  0.078
H15 -2.242 5.032 1.383  0.070
H16 2.935 -1.805 -1.849  -0.018
C2 6.002 -0.524 1.863  -0.645
H17 -4.454 2.936 -1.642  -0.026
H18 -2.248 -0.543 -4.533  0.078
O4 0.879 4.727 1.222  -0.043
H19 3.927 -0.858 2.058  0.052
H20 0.316 5.380 1.638  0.042
H21 -5.123 0.575 2.345  0.065
H22 -3.048 1.232 0.917  0.006
C3 4.773 -0.885 2.745  -0.676
O5 -4.469 -2.565 1.820  -0.088
C4 3.407 3.098 -1.631  -0.705
H23 -3.292 -1.254 -3.699  0.072
H24 -1.769 -4.084 1.977  0.037
C5 -1.121 -0.367 5.173  -0.635
H25 0.547 3.887 1.539  -0.011
Cl2 1.111 -0.671 3.477  0.655
H26 1.890 -1.863 -4.166  -0.015
H27 -1.061 3.241 -2.695  0.012
Cl3 -2.172 -1.261 4.077  0.611
Cl4 4.314 4.099 -2.695  0.587
O6 2.847 -1.062 -2.445  -0.055
H28 -3.281 0.808 -2.838  0.023
H29 1.904 -0.902 -2.491  -0.021
O7 -2.288 -3.163 -1.235  -0.026
Cl5 5.743 2.300 -0.385  0.583
O8 -0.204 2.200 1.709  -0.059
H30 -3.831 -1.898 2.075  -0.044
H31 2.945 3.630 -0.799  0.064
O9 1.551 -2.337 -4.926  -0.052
H32 -5.586 2.682 -0.670  0.028
O10 -2.377 -0.972 -3.688  -0.029
O11 0.856 -4.930 2.263  -0.051
H33 0.953 -0.405 5.819  0.078
C6 4.203 1.845 -1.092  -0.644
O12 -2.524 -4.321 1.438  -0.042
O13 -3.462 1.727 -2.641  -0.036
H34 0.349 -1.965 5.201  0.069
H35 0.666 -2.039 1.875  -0.079
O14 -2.439 1.469 0.218  -0.042
H36 -3.000 1.766 -0.498  0.015
O15 -0.541 4.238 -1.234  -0.050
H37 -2.242 -4.143 0.540  0.010
H38 -0.611 0.697 -0.210  0.004
O16 -0.996 2.537 -3.341  -0.045
H39 1.607 -5.486 2.054  0.034
H40 -3.962 -3.376 1.773  -0.028
H41 2.097 -3.905 -1.796  0.048
H42 0.269 -1.679 0.459  0.003
H43 -0.574 -0.731 -3.317  0.017
O17 0.470 -2.427 1.022  -0.087
O18 -4.612 1.093 1.721  -0.027
O19 -5.122 3.385 -1.124  -0.046
H44 -0.628 -3.950 -4.008  0.051
H45 4.363 1.094 -1.865  0.057
H46 0.934 -4.188 1.663  -0.026
H47 -1.912 -2.448 -1.749  0.017
O20 0.090 -4.130 -3.402  -0.039
H48 2.550 2.708 -2.179  0.055
H49 -1.302 0.704 5.078  0.075
H50 -0.169 0.713 -3.111  0.024
H51 -3.233 4.003 0.881  0.044
H52 4.773 -1.890 3.167  0.066
Cl6 4.516 0.199 4.106  0.535
H53 -3.234 -3.070 -1.350  0.053
H54 6.187 -1.305 1.126  0.074
O21 0.148 -0.185 -3.007  -0.034

Computed properties:
Gap between HOMO and LUMO   0.3465 Eh
LUMO energy   -0.7273 eV
E   -125233.4143 eV

Entry 4:
The following is a quantum chemistry calculation of an isolated molecule of C6H5N3S in a non-equilibrium geometry, from OMol25.

Each line ends with the Löwdin charge.
Cartesian coordinates (Å):
H1 -0.726 -1.788 0.201  0.142
C1 -3.680 0.340 1.210  -0.456
C2 -4.087 0.070 -0.028  -0.361
C3 -0.397 -0.796 -0.278  -0.123
N1 -4.352 -0.284 -1.093  0.166
C4 -1.607 0.620 1.356  -0.087
H2 -0.379 -1.080 -1.334  0.101
H3 1.162 0.654 -0.652  0.107
N2 -1.534 0.615 2.582  -0.070
N3 -2.486 0.474 3.417  -0.356
S1 -3.975 0.108 2.753  1.047
H4 1.087 0.069 1.165  0.099
C5 0.634 0.251 0.211  -0.045
H5 -1.193 1.263 -0.585  0.154
C6 -0.862 0.516 0.145  -0.319

Computed properties:
Gap between HOMO and LUMO (spin up / spin down)   0.2822 / 0.2820 Eh
LUMO energy (spin up / spin down)   -1.2332 / -1.2354 eV
E   -21602.6817 eV

Entry 5:
The following is a quantum chemistry calculation of a structure of composition C15H35F9HfO23S5 in a non-equilibrium geometry, from OMol25.

Each line ends with the Löwdin charge.
Cartesian coordinates (Å):
C1 21.121 14.060 -10.464  -0.072
C2 23.865 14.714 -16.757  -0.639
C3 25.274 11.244 -16.680  -0.116
Hf1 26.647 18.515 -16.332  2.201
H1 22.453 13.131 -14.099  0.051
C4 22.065 12.158 -14.383  -0.095
O1 21.199 10.304 -12.628  -0.273
O2 21.103 16.722 -13.272  -0.070
H2 20.891 10.407 -20.224  0.065
C5 29.142 15.093 -18.187  -0.031
H3 22.635 11.594 -15.115  0.055
C6 21.063 13.334 -11.793  -0.273
O3 26.065 18.109 -18.475  -0.463
O4 24.197 10.454 -17.173  0.071
F1 21.514 20.082 -16.884  0.165
H4 25.822 10.776 -15.863  0.143
C7 20.108 12.541 -18.553  -0.282
O5 26.664 17.120 -14.167  -0.082
O6 23.577 20.972 -18.465  -0.215
O7 23.638 10.769 -12.788  -0.289
O8 24.989 19.127 -20.342  -0.245
O9 19.698 14.600 -15.319  -0.046
H5 20.425 14.902 -10.552  0.079
H6 20.891 13.057 -18.005  0.091
H7 21.113 14.057 -12.608  0.091
S1 23.492 16.544 -16.546  0.602
F2 22.666 19.843 -15.110  0.098
O10 24.820 19.714 -16.766  -0.488
H8 18.429 12.416 -17.113  0.079
O11 27.358 18.638 -20.477  -0.285
H9 20.446 15.117 -15.004  -0.003
O12 21.561 13.362 -21.869  -0.260
H10 26.971 13.821 -16.668  0.051
H11 18.927 15.127 -15.084  0.052
S2 22.278 11.214 -12.836  0.615
O13 24.024 9.106 -19.000  0.171
H12 20.873 17.866 -19.797  0.030
H13 24.783 12.123 -16.265  0.096
C8 21.541 10.866 -20.958  -0.089
H14 18.714 14.075 -17.861  0.072
H15 25.539 12.413 -18.512  0.120
H16 27.075 11.839 -17.854  0.122
H17 20.169 11.461 -18.391  0.117
C9 28.438 15.476 -16.886  -0.511
S3 26.063 18.263 -19.969  0.558
H18 28.463 15.161 -19.043  0.071
C10 22.389 20.702 -16.113  -0.646
H19 26.211 17.145 -13.312  0.100
F3 24.304 16.339 -20.641  0.193
O14 22.476 16.618 -15.532  -0.259
O15 24.595 22.159 -16.666  -0.285
O16 21.674 18.384 -19.675  -0.066
C11 27.795 14.297 -16.149  -0.031
O17 20.156 12.822 -19.954  -0.246
H20 21.007 12.221 -14.624  0.067
H21 20.122 12.779 -11.800  0.128
F4 24.346 14.292 -15.569  0.107
O18 25.826 10.365 -18.666  0.046
H22 22.582 10.562 -20.857  0.061
H23 27.371 16.468 -14.063  0.070
F5 26.339 15.603 -20.166  0.118
F6 22.807 14.056 -17.163  0.170
H24 21.433 17.416 -12.695  0.036
H25 17.977 12.723 -18.660  0.079
F7 25.942 16.557 -22.027  0.164
S4 23.984 20.934 -17.106  0.562
F8 21.892 21.813 -15.619  0.182
C12 25.587 16.541 -20.754  -0.642
O19 22.676 12.927 -19.728  -0.293
O20 23.110 16.952 -17.866  -0.242
H26 22.109 14.483 -10.282  0.079
H27 29.657 14.137 -18.188  0.087
H28 29.880 15.849 -18.472  0.083
C13 24.601 9.861 -18.299  -0.572
O21 27.604 16.605 -16.826  -0.337
O22 24.823 17.104 -16.185  -0.426
S5 21.621 12.625 -20.654  0.606
H29 28.575 13.544 -15.994  0.092
C14 26.019 11.609 -17.953  -0.102
H30 27.567 14.543 -15.109  0.067
H31 22.121 17.967 -18.920  -0.029
F9 24.826 14.494 -17.651  0.141
O23 22.182 12.434 -11.745  -0.273
C15 18.783 12.996 -17.964  -0.075
H32 21.217 10.798 -21.992  0.072
H33 29.323 15.754 -16.295  0.124
H34 21.595 16.835 -14.108  -0.028
H35 20.796 13.499 -9.591  0.080

Computed properties:
Gap between HOMO and LUMO   0.1892 Eh
LUMO energy   -4.7296 eV
E   -143152.0178 eV

Entry 6:
The following is a quantum chemistry calculation of a cluster of 2 separate species, C5H10N2O in total in a non-equilibrium geometry, from OMol25.

Each line ends with the Löwdin charge.
Cartesian coordinates (Å):
C1 2.053 -0.905 0.407  -0.057
H1 1.482 -0.935 1.333  0.071
H2 -0.056 1.183 1.445  0.045
H3 2.289 0.452 -1.329  0.131
N1 -0.827 0.591 1.758  0.055
H4 -1.082 1.942 -1.760  0.057
C2 -1.697 -1.070 -0.005  -0.066
C3 1.917 0.430 -0.244  -0.336
H5 3.104 -1.116 0.598  0.086
H6 -2.702 -1.471 -0.028  0.095
H7 1.697 -1.670 -0.282  0.076
N2 -1.599 0.248 0.630  -0.113
H8 -1.384 1.203 2.350  0.078
C4 -1.252 0.880 -1.815  0.048
C5 -1.339 0.146 -0.725  -0.333
H9 -0.924 -1.804 0.193  0.092
H10 -1.292 0.422 -2.789  0.050
O1 1.611 1.474 0.264  0.020

Computed properties:
Gap between HOMO and LUMO   0.3384 Eh
LUMO energy   1.0296 eV
E   -10371.0256 eV

Entry 7:
The following is a quantum chemistry calculation of a structure of composition C16H27BN11NdO2S3 in a non-equilibrium geometry, from OMol25.

Each line ends with the Löwdin charge.
Cartesian coordinates (Å):
C1 0.403 0.571 -3.936  0.041
H1 3.373 -0.726 -2.891  0.172
C2 -2.656 -2.666 -0.728  -0.152
N1 2.763 1.111 -2.039  -0.054
O1 1.607 -1.077 -2.060  -0.085
H2 2.113 0.648 4.400  0.094
H3 0.243 -3.927 0.922  0.088
N2 1.602 3.189 0.531  -0.005
H4 -0.062 -2.452 4.318  0.073
N3 -0.268 -0.033 -3.024  -0.010
N4 -1.895 1.398 -0.612  -0.126
H5 -3.496 -1.950 -3.785  0.138
H6 -2.520 2.688 0.929  0.119
N5 -2.411 -1.107 -2.180  -0.049
H7 -0.936 -0.344 5.257  0.099
H8 -2.588 -3.174 0.219  0.056
O2 2.328 1.821 -3.264  -0.029
C3 -1.095 -0.546 4.199  -0.495
S1 -1.070 -2.434 2.152  0.847
C4 1.692 -3.058 2.282  -0.473
H9 3.589 -0.726 3.024  0.097
H10 0.104 -4.471 2.584  0.100
H11 2.435 -3.819 2.047  0.095
N6 0.210 -0.843 -2.078  -0.184
N7 -2.156 1.375 -1.949  -0.026
N8 1.895 1.430 -0.971  0.007
H12 -3.880 -4.004 -2.019  0.112
S2 2.139 -1.575 1.333  0.822
Nd1 -0.118 -0.109 0.053  1.646
H13 1.666 4.192 0.623  0.156
C5 2.449 -0.188 -2.711  -0.227
C6 1.884 0.582 -3.888  -0.167
S3 0.032 0.495 3.243  0.824
C7 2.221 2.638 -0.558  -0.438
C8 1.672 -0.110 3.754  -0.468
C9 -2.925 2.422 -2.280  -0.032
C10 0.305 -3.599 1.961  -0.487
C11 -3.327 -3.092 -1.875  -0.020
C12 -3.143 -2.068 -2.772  -0.037
H14 0.424 2.660 2.004  0.041
H15 -2.085 -0.170 3.939  0.087
C13 2.641 -0.381 2.611  -0.493
H16 2.355 0.420 -4.854  0.164
H17 -1.811 -2.550 4.408  0.096
H18 1.517 -0.995 4.368  0.072
H19 -3.256 2.565 -3.297  0.140
N9 0.415 2.600 0.991  -0.024
C14 -0.985 -2.036 3.919  -0.477
H20 -3.798 4.045 -1.057  0.116
H21 2.854 0.530 2.048  0.069
N10 -2.091 -1.470 -0.904  -0.082
B1 -1.877 0.148 -2.849  -0.460
H22 -0.145 1.200 -4.625  0.150
N11 3.181 3.388 -1.100  0.217
H23 3.721 3.027 -1.869  0.117
C15 -3.194 3.157 -1.141  -0.014
H24 -0.384 3.133 0.656  0.072
H25 -2.347 0.322 -3.932  0.134
H26 1.800 -2.819 3.337  0.071
H27 3.415 4.294 -0.736  0.131
C16 -2.534 2.471 -0.130  -0.150

Computed properties:
Gap between HOMO and LUMO (spin up / spin down)   0.3207 / 0.3320 Eh
LUMO energy (spin up / spin down)   -5.3033 / -5.0253 eV
E   -85960.9136 eV
Spin multiplicity   4
Charge   +2

Entry 8:
The following is a quantum chemistry calculation of a cluster of 2 separate species, C7H9N in total in a non-equilibrium geometry, from OMol25.

Each line ends with the Löwdin charge.
Cartesian coordinates (Å):
H1 2.545 -1.584 0.302  0.036
N1 -0.015 -0.346 0.120  -0.145
H2 -0.796 2.709 0.106  0.082
C1 1.107 1.645 -0.028  -0.015
H3 0.694 -2.177 0.557  0.088
H4 -1.158 -2.209 0.168  0.080
H5 -3.574 1.345 -0.324  -0.052
H6 -3.466 -0.461 0.154  -0.038
C2 2.482 -0.558 0.016  0.080
C3 -2.990 0.427 -0.333  0.126
C4 -0.192 -1.777 0.029  -0.013
H7 1.946 2.318 -0.162  0.106
H8 3.365 0.027 -0.015  0.044
H9 -0.174 -1.975 -1.023  0.090
C5 1.306 0.150 0.003  -0.263
C6 -0.883 0.614 0.284  -0.096
C7 -0.197 1.852 0.147  -0.111

Computed properties:
Gap between HOMO and LUMO (spin up / spin down)   0.3137 / 0.2159 Eh
LUMO energy (spin up / spin down)   -0.1649 / -0.5337 eV
E   -8887.9221 eV